(1)
C22H70F3O25Pt as an isolated structure at a distorted geometry. Source: OMol25; level of theory: wB97M-V/def2-TZVPD.

The geometry in XYZ format:
```
121
Properties=species:S:1:pos:R:3:lowdin_charge:R:1
C -0.989 -0.123 -0.918 -0.043
H 1.798 4.901 -0.950 0.147
C 4.307 -1.669 4.479 -0.213
O 1.094 0.178 0.298 -0.059
Pt 1.901 0.513 -2.573 1.276
H 2.869 3.505 -1.266 0.103
O -1.862 -3.327 -0.322 -0.055
H 6.269 -5.236 1.526 0.017
H -6.289 -2.659 -3.790 0.112
O 0.738 2.294 -2.880 -0.294
H 1.077 -4.614 2.964 0.122
C -2.852 -0.172 2.586 -0.176
H -3.292 3.694 0.880 0.073
C 3.170 -1.087 5.377 -0.207
H -1.203 2.392 -2.772 0.078
O 5.411 -2.024 5.329 -0.068
H -1.461 5.496 0.127 0.091
H 0.527 2.392 -0.734 0.100
H 1.279 2.944 -3.419 0.098
H 0.562 -1.601 -0.548 0.123
O -1.943 -1.240 2.350 -0.104
H -1.457 -3.691 -1.135 0.018
H -2.379 5.443 1.604 0.136
O -0.699 -3.695 -3.002 -0.104
H -4.909 0.273 2.031 0.133
H -3.499 0.874 -1.171 0.035
H 3.858 -2.503 3.956 0.100
O 0.950 -4.510 -0.394 -0.089
C -4.186 -2.172 -3.199 -0.226
C 1.022 -4.062 2.037 -0.288
H 3.217 1.824 6.210 0.022
H 0.690 -3.021 -5.979 0.105
F 4.711 -0.355 0.661 0.161
H 2.279 -1.458 0.548 0.140
H 2.205 -0.861 4.922 0.089
O 0.760 3.684 4.244 -0.062
C 0.647 3.062 -1.623 -0.161
H 1.663 -4.198 -0.964 0.086
F 3.564 1.525 0.367 0.140
H 6.023 -1.273 5.186 0.100
H -0.082 3.488 0.834 0.097
O -3.194 -1.197 -3.449 -0.081
H 2.294 3.980 2.936 0.137
H 0.875 -5.943 1.028 0.123
O -1.661 4.316 -3.450 -0.073
O 5.460 -4.859 1.818 -0.032
H -0.346 -1.134 0.796 0.094
H 2.536 -5.169 0.862 0.128
H -4.203 -2.382 -2.077 0.124
H -1.273 0.884 -0.630 0.082
H 4.643 -0.954 3.726 0.102
H 1.219 -2.415 2.824 0.073
C 3.564 0.310 0.908 -0.532
F 3.506 0.501 2.229 0.154
O 2.753 -0.575 -1.194 -0.291
C 1.964 3.976 -1.585 -0.201
H -0.536 3.231 3.213 0.039
H -0.508 -1.885 -3.986 0.107
H -2.281 -1.812 1.694 0.046
H -7.156 -0.706 -2.929 0.091
C -0.685 4.110 1.515 -0.233
H 4.010 -0.251 6.855 0.111
H -5.539 -1.393 -4.794 0.118
H -0.071 -1.848 4.823 0.074
C -5.595 -1.816 -3.779 -0.148
H 0.343 1.037 -4.988 0.070
C 1.434 -5.000 0.871 -0.184
H -0.702 -0.218 -1.956 0.058
O -0.824 2.461 -5.453 -0.097
H 1.894 0.480 -5.168 0.078
H -0.024 -3.816 1.765 0.105
H 0.803 -4.487 -5.096 0.127
H 0.599 3.435 5.163 0.124
H -4.628 -1.499 2.306 0.141
H 2.531 -3.070 -4.500 0.070
C -1.828 4.846 0.863 -0.223
H -2.814 2.916 -5.362 0.139
C 0.113 -0.716 -0.084 -0.278
O 1.078 0.444 -4.650 -0.140
O -3.941 1.110 -2.003 -0.057
H -3.780 -3.130 -3.528 0.110
O 2.965 2.730 6.051 -0.058
H -0.229 3.736 -1.729 0.107
H -2.339 0.737 2.252 0.119
H -3.093 -0.103 3.661 0.132
H 5.664 -4.582 2.698 0.018
H 4.076 3.327 4.276 0.141
O 1.694 -2.786 -4.153 -0.097
H 2.327 4.896 4.415 0.111
O -2.688 3.921 0.179 -0.063
O -3.949 -0.848 0.513 -0.099
H 2.981 1.933 4.166 0.094
H -0.075 -4.477 -3.045 0.111
C -0.622 -2.958 -4.248 -0.203
O 1.700 -2.895 2.097 -0.071
H -4.232 -1.729 0.206 0.095
O 3.654 0.078 6.018 -0.084
H -2.908 2.695 -2.817 0.087
O -6.185 -0.765 -2.902 -0.117
O -1.264 3.342 2.571 -0.093
C 2.091 3.924 4.048 -0.265
H 2.878 -1.849 6.131 0.131
O 2.162 4.392 -2.892 -0.065
H -2.324 4.805 -2.962 0.083
H -1.500 -3.898 0.375 0.026
O 0.166 -1.326 4.031 -0.074
C 2.335 -0.413 0.196 -0.323
H -0.841 3.188 -6.090 0.110
H -4.864 0.783 -1.991 0.059
H -2.380 1.227 -4.722 0.126
H -0.002 4.784 2.083 0.125
C -4.164 -0.562 1.893 -0.206
H -1.526 -3.050 -4.795 0.099
C -2.082 2.299 -4.782 -0.174
H -0.643 -1.321 3.456 0.018
H 1.345 4.876 -3.181 0.137
C 3.066 2.912 4.634 -0.231
H -3.478 -0.441 -2.953 0.007
H -1.871 -0.761 -0.754 0.063
C 0.636 -3.403 -4.983 -0.177
C -1.999 2.892 -3.361 -0.209
```

Output
LUMO energy (spin up / spin down), eV: -2.386 / -4.947
Spin multiplicity: 3
Frontier orbital gap (spin up / spin down), eV: 9.199 / 6.638
Charge: +1


(2)
One molecule with the formula C4H6O2. Source: OMol25; level of theory: wB97M-V/def2-TZVPD.

The geometry in XYZ format:
```
12
Properties=species:S:1:pos:R:3:lowdin_charge:R:1
H 2.045 0.913 0.617 0.085
C 1.968 -0.049 0.106 -0.008
H 2.592 -0.804 0.588 0.088
C -0.548 0.541 -0.139 -0.368
O 0.212 -1.689 0.200 0.104
H -2.148 -0.713 -0.822 0.093
H 2.326 0.109 -0.918 0.098
O -0.224 1.690 -0.343 0.105
C -1.970 0.056 -0.064 -0.010
C 0.543 -0.531 0.075 -0.368
H -2.144 -0.419 0.907 0.094
H -2.652 0.896 -0.206 0.087
```

Output
LUMO energy, eV: -0.196
ΔE to the lowest compared entry with this formula, charge and spin, kJ/mol: 53.77
Frontier orbital gap, eV: 9.400
SMILES string: CC(=O)C(C)=O


(3)
C37H38N7O5PTeY as an isolated structure at a distorted geometry. Source: OMol25; level of theory: wB97M-V/def2-TZVPD.

The geometry in XYZ format:
```
90
Properties=species:S:1:pos:R:3:lowdin_charge:R:1
H 0.616 -4.059 1.313 0.118
N 0.489 0.050 1.408 0.115
H 3.855 3.575 2.818 0.094
C -1.340 1.463 -2.570 -0.134
C -0.506 0.517 3.528 -0.178
C -4.957 1.649 -1.101 -0.080
C -3.850 -1.755 -2.494 -0.296
C 2.749 -1.757 1.850 -0.485
C 3.388 -1.846 4.285 -0.022
H -2.084 -2.663 -1.603 -0.002
C 4.498 -1.206 -0.152 -0.461
H -7.597 -0.369 -4.748 0.072
O 0.278 -1.106 -4.833 0.082
C -3.849 -0.580 -1.734 -0.409
N 5.763 -1.514 -0.526 -0.120
C 0.766 -2.647 -2.995 -0.589
C 0.704 0.407 2.640 -0.589
C -5.827 0.165 -2.886 -0.019
C -2.741 0.770 5.158 -0.088
C -1.536 -0.414 3.450 -0.068
H -2.338 -3.047 -3.289 0.095
C -1.620 1.533 -1.210 -0.481
H -1.401 3.807 1.358 0.080
H -3.450 -1.017 4.205 0.105
Y 1.268 -0.863 -0.748 1.461
H 0.228 2.274 4.497 0.115
C 0.662 -1.260 -3.695 -0.569
H -7.434 -2.117 -4.551 0.080
N 2.571 1.176 -0.427 -0.028
H 3.694 1.879 3.298 0.064
H 4.467 -1.955 4.187 0.084
C 2.350 2.509 -0.611 -0.088
C -2.851 -2.868 -2.342 -0.069
H -0.778 4.754 -0.655 0.108
N 3.651 -1.509 -1.121 -0.005
H -0.286 4.637 -3.068 0.102
C -4.846 -1.924 -3.454 -0.017
C 3.223 1.043 0.725 -0.481
C 4.095 2.551 2.544 -0.028
O 1.306 -3.598 -3.524 0.066
C -5.833 -0.978 -3.673 -0.266
C -0.933 3.824 -1.192 -0.074
O 0.311 -2.597 -1.765 -0.220
H -1.274 2.061 1.560 0.031
C 2.895 3.194 0.435 -0.033
C -4.859 0.384 -1.911 -0.300
N 1.930 -2.405 1.030 -0.038
O 1.845 0.680 3.124 -0.096
H -1.453 -1.238 2.752 0.085
C 4.379 -2.036 -2.149 -0.072
H 7.114 -0.280 0.505 0.088
P 3.992 -0.467 1.443 1.200
H -4.860 1.451 -0.032 0.054
C -0.660 3.760 -2.552 -0.096
H -6.428 -1.268 -5.719 0.083
H 7.819 -1.677 -0.323 0.091
H -2.820 2.773 1.130 0.079
H 1.800 2.876 -1.463 0.106
H -6.602 0.911 -3.029 0.112
H -4.836 -2.832 -4.051 0.126
C 5.696 -2.045 -1.790 -0.039
C -1.415 2.720 -0.493 -0.330
C -0.861 2.577 -3.244 -0.069
N 2.711 -2.316 3.085 -0.110
O 1.041 -0.310 -2.870 -0.202
N 3.452 2.263 1.269 -0.113
H 1.601 -3.953 3.901 0.122
H -4.169 2.354 -1.373 0.075
H 2.938 4.247 0.657 0.123
H -1.483 0.538 -3.113 0.099
C 1.339 -3.394 1.756 -0.093
H -1.779 2.522 5.942 0.102
C -1.709 1.698 5.243 -0.079
C -0.591 1.568 4.436 -0.034
Te -2.370 -0.210 -0.261 1.444
H -5.918 2.132 -1.277 0.076
H -3.362 -3.794 -2.068 0.089
H -0.629 2.499 -4.298 0.114
H 3.044 -2.446 5.123 0.093
H 6.578 -2.380 -2.310 0.122
C -2.650 -0.289 4.267 -0.076
C -6.883 -1.192 -4.729 -0.050
H 5.176 2.444 2.465 0.088
C 1.813 -3.348 3.035 -0.040
C -1.740 2.846 0.969 -0.069
H 3.123 -0.803 4.450 0.076
H 6.919 -1.909 1.184 0.089
H -3.613 0.872 5.792 0.101
C 6.971 -1.332 0.262 -0.023
H 3.910 -2.384 -3.056 0.118
```

Output
LUMO energy (spin up / spin down), eV: 0.032 / -0.793
ΔE to the lowest compared entry with this formula, charge and spin, kJ/mol: 0.00
Spin multiplicity: 2
Frontier orbital gap (spin up / spin down), eV: 7.535 / 6.705


(4)
C15H23CeCl3NO2P as an isolated structure at a distorted geometry. Source: OMol25; level of theory: wB97M-V/def2-TZVPD.

The geometry in XYZ format:
```
46
Properties=species:S:1:pos:R:3:lowdin_charge:R:1
H 1.809 -2.971 -3.288 0.131
H 0.021 -2.025 -4.226 0.159
H 0.676 -1.560 2.995 0.106
C 0.068 -2.151 2.288 -0.263
H 0.443 -0.432 -3.571 0.084
Ce 0.108 0.089 -0.801 0.702
C 0.888 -2.695 1.133 -0.269
H 3.102 -5.208 0.389 0.126
Cl 0.402 3.231 1.772 0.900
N -0.918 -1.552 -2.410 -0.346
C 1.723 -3.808 1.325 -0.003
H 2.394 -1.404 -2.832 0.140
H -1.630 1.687 -0.082 0.065
H -1.980 -3.381 -2.663 0.103
O 1.495 0.686 0.788 -0.299
H -2.223 -2.967 0.602 0.036
H -2.664 -1.963 -3.574 0.100
H -1.225 -3.175 -1.046 0.069
P -1.229 -0.981 1.634 0.845
C -1.840 -0.268 3.193 -0.247
H -0.430 -2.935 2.887 0.114
C 0.851 -2.077 -0.128 -0.214
C 1.558 -2.105 -2.658 -0.122
C 0.287 -1.483 -3.293 -0.217
H -2.850 -2.668 2.243 0.069
H 2.951 -4.116 -1.837 0.132
C 1.998 2.680 1.918 -0.843
C -2.553 -2.193 1.300 -0.229
H -2.832 -0.506 -2.595 0.094
H -0.233 -3.581 -2.470 0.111
C -1.105 -3.009 -2.117 -0.025
Cl 3.037 3.681 2.754 0.994
O 3.525 0.912 1.825 0.182
H -2.803 0.231 3.035 0.060
H -1.840 -0.477 -4.096 0.114
H -1.972 -1.048 3.955 0.070
C 2.418 1.326 1.511 -0.598
H -1.126 0.476 3.564 0.042
H 1.783 -4.282 2.299 0.126
C 2.404 -3.719 -0.978 -0.014
H -3.420 -1.675 0.871 0.059
C 1.583 -2.603 -1.206 -0.247
C -2.116 -1.076 -3.206 -0.026
C 2.466 -4.335 0.265 -0.018
H -1.829 1.670 -0.876 0.103
Cl 1.269 1.921 -2.204 0.145
```

Output
LUMO energy, eV: -10.074
ΔE to the lowest compared entry with this formula, charge and spin, kJ/mol: 0.00
Frontier orbital gap, eV: 4.580
Charge: +2


(5)
A 2-piece molecular cluster, C5H12O2S2 overall at a distorted geometry. Source: OMol25; level of theory: wB97M-V/def2-TZVPD.

The geometry in XYZ format:
```
21
Properties=species:S:1:pos:R:3:lowdin_charge:R:1
O 0.912 1.564 0.455 -0.005
C -1.123 1.808 -2.259 -0.418
C -0.699 -0.443 -0.701 -0.852
S -1.862 -0.261 0.537 0.978
H -0.716 1.181 1.845 0.043
H -1.952 -1.526 2.306 0.055
H -0.777 -2.367 1.128 0.090
H 2.791 -0.869 -0.002 0.081
H -0.054 1.948 -2.050 -0.004
H 2.748 0.111 1.565 0.090
S -1.118 0.018 -2.292 0.717
H -1.308 2.212 -3.279 0.047
H -2.615 -2.474 0.978 0.066
H -0.019 -1.172 -0.592 -0.033
O -0.979 0.249 1.906 -0.379
H -1.760 2.197 -1.472 0.031
C -1.759 -1.832 1.255 -0.312
C 1.682 0.968 -0.249 -0.326
H 3.920 0.646 0.156 0.111
C 2.850 0.190 0.431 -0.055
H 1.660 1.006 -1.279 0.075
```

Output
LUMO energy, eV: 0.736
ΔE to the lowest compared entry with this formula, charge and spin, kJ/mol: 500.46
Frontier orbital gap, eV: 7.622


(6)
C4H9N3O2 as an isolated structure at a distorted geometry. Source: OMol25; level of theory: wB97M-V/def2-TZVPD.

The geometry in XYZ format:
```
18
Properties=species:S:1:pos:R:3:lowdin_charge:R:1
C 0.874 -2.010 -0.095 -0.076
H -1.494 1.861 -0.030 0.078
C 2.264 0.500 -0.075 -0.356
O 3.302 -0.104 -0.172 0.045
N -0.550 1.673 0.311 0.107
O 2.262 1.870 -0.051 0.038
H 1.957 -2.124 -0.178 0.075
H 0.162 2.360 0.110 0.084
C -0.195 0.400 0.123 -0.240
H -3.386 0.014 -1.009 0.075
C 0.594 -0.573 -0.062 -0.115
H 0.541 -2.518 0.813 0.083
N -1.798 -0.643 -0.018 -0.057
H -3.464 0.364 0.619 0.081
H 0.411 -2.479 -0.964 0.084
H 3.188 2.180 -0.057 0.123
H -1.818 -1.040 0.920 0.067
N -2.850 0.267 -0.186 -0.096
```

Output
LUMO energy, eV: 0.719
ΔE to the lowest compared entry with this formula, charge and spin, kJ/mol: 506.95
Frontier orbital gap, eV: 8.714


(7)
One molecule with the formula ClFN2O3 at a distorted geometry. Source: OMol25; level of theory: wB97M-V/def2-TZVPD.

The geometry in XYZ format:
```
7
Properties=species:S:1:pos:R:3:lowdin_charge:R:1
O -1.651 -0.265 -0.790 0.165
N -0.667 -0.497 -0.191 -0.382
Cl 2.409 -0.376 -0.398 0.643
O 1.335 0.405 0.761 -0.421
N 0.139 0.634 0.412 -0.174
F 0.063 1.791 -0.283 0.054
O -0.150 -1.501 0.052 0.114
```

Output
LUMO energy, eV: -1.281
ΔE to the lowest compared entry with this formula, charge and spin, kJ/mol: 224.82
Frontier orbital gap, eV: 9.964
SMILES string: O=[N+]([O-])N(F)OCl


(8)
One molecule with the formula C4H4O4 at a distorted geometry. Source: OMol25; level of theory: wB97M-V/def2-TZVPD.

The geometry in XYZ format:
```
12
Properties=species:S:1:pos:R:3:lowdin_charge:R:1
O -1.515 -1.121 0.071 -0.001
C -1.670 0.163 0.425 -0.311
O 1.372 1.493 0.871 0.155
H 1.527 2.320 0.527 0.084
O -2.671 0.797 0.221 0.070
H 1.772 -1.274 0.150 0.138
O 0.333 1.268 -1.173 0.077
C 0.788 -0.749 0.160 -0.040
C 0.618 0.744 0.056 -0.357
H -0.072 -2.688 0.237 0.146
C -0.177 -1.597 0.045 -0.100
H -0.305 0.643 -1.590 0.140
```

Output
LUMO energy (spin up / spin down), eV: 0.350 / 0.347
ΔE to the lowest compared entry with this formula, charge and spin, kJ/mol: 414.18
Frontier orbital gap (spin up / spin down), eV: 8.150 / 8.142


(9)
C30H33N9O6 as an isolated structure at a distorted geometry. Source: OMol25; level of theory: wB97M-V/def2-TZVPD.

The geometry in XYZ format:
```
78
Properties=species:S:1:pos:R:3:lowdin_charge:R:1
H -3.648 3.740 -19.215 0.063
C 4.667 0.847 -22.362 -0.075
C 2.914 3.365 -16.586 -0.200
C 3.565 -0.729 -20.346 -0.022
C -2.045 8.078 -17.593 0.013
N 2.306 4.298 -16.893 0.171
N 1.391 4.616 -20.732 0.171
H -2.918 7.443 -17.636 0.119
H -2.023 3.276 -19.389 0.036
C 0.730 0.619 -16.551 -0.075
H 1.565 3.897 -14.796 0.096
H 1.186 10.236 -17.690 0.106
H -1.967 1.408 -14.715 0.121
H -3.047 9.950 -17.296 0.107
H 4.640 2.501 -15.814 0.097
C -3.641 -0.379 -16.632 -0.365
N 2.293 1.166 -19.399 -0.182
C -0.763 7.475 -17.753 -0.073
C -2.889 3.577 -19.979 -0.091
N -3.150 2.355 -16.868 -0.246
C 3.217 0.592 -20.399 -0.104
C 0.688 3.210 -18.768 -0.178
H 0.367 4.097 -18.220 -0.014
C -0.178 -0.360 -15.946 -0.257
H 0.297 2.286 -13.597 0.107
C 0.120 4.191 -16.369 -0.110
H 3.493 2.427 -21.552 0.110
C 0.303 9.617 -17.631 -0.061
C 0.585 3.634 -15.166 -0.058
O 1.888 2.293 -19.550 -0.033
N -3.676 1.506 -21.381 0.123
H 1.411 0.986 -15.783 0.067
H 3.793 1.554 -17.165 0.083
H 0.792 3.444 -19.827 0.040
O -1.718 5.337 -17.957 0.141
C 4.484 -1.310 -21.221 -0.021
O 2.081 0.563 -18.378 0.036
C -3.309 2.436 -20.763 -0.253
H -2.911 0.084 -18.617 0.081
H 4.747 -2.348 -21.077 0.104
H 0.017 6.220 -22.996 0.081
H 3.086 1.737 -15.501 0.077
C -2.101 9.455 -17.458 -0.064
H 1.280 0.178 -17.382 0.010
C 0.575 5.073 -21.390 -0.177
C 0.414 8.227 -17.798 0.013
C 3.729 1.377 -21.467 0.026
N -4.505 -0.450 -15.870 0.127
H 1.630 2.813 -18.391 0.063
H 1.365 7.741 -17.960 0.121
C -1.372 2.222 -15.103 -0.012
O 0.399 5.425 -18.092 -0.048
H -2.194 -1.242 -17.792 0.084
C -1.126 3.802 -16.890 -0.036
H -1.159 6.387 -21.692 0.080
O -3.646 1.351 -16.469 -0.016
C -2.524 -0.214 -17.642 -0.107
H 5.110 1.431 -23.156 0.109
H 3.141 -1.292 -19.528 0.122
H -1.131 4.866 -22.596 0.083
H 0.201 1.473 -16.974 0.042
N -1.253 1.479 -18.289 0.121
C -0.163 2.628 -14.513 -0.058
C -0.924 10.232 -17.375 -0.055
C -0.515 5.679 -22.213 -0.036
H -1.049 11.301 -17.286 0.106
H 5.813 -0.880 -22.913 0.103
C -0.405 2.240 -18.542 -0.111
N -0.826 -1.166 -15.458 0.168
N -0.705 5.989 -17.932 -0.174
C -1.891 2.808 -16.253 -0.102
H -1.736 0.493 -17.383 -0.039
H -1.537 4.328 -17.740 -0.125
H -2.560 4.470 -20.511 0.072
O -3.629 3.148 -17.663 0.036
H 0.773 4.842 -16.931 0.001
C 3.707 2.182 -16.278 -0.008
C 5.058 -0.470 -22.259 -0.046
```

Output
LUMO energy, eV: -1.809
ΔE to the lowest compared entry with this formula, charge and spin, kJ/mol: 2621.95
Frontier orbital gap, eV: 5.761


For each record above, in turn, the calculated E values are -3179.63540, -306.48581, -2840.12450, -2986.98891, -1144.40496, -472.40054, -894.97281, -455.65527, -2105.90506 a.u..